{
  "formula": "C7H10FP",
  "method": "ωB97M-V/def2-TZVPD",
  "symbols": ["H", "H", "C", "H", "C", "H", "H", "P", "H", "C", "H", "C", "H", "C", "H", "C", "C", "H", "F"],
  "coordinates": [[1.84, 0.71, -1.26], [-1.28, 1.69, 2.17], [-0.26, 1.29, 2.02], [-0.47, -3.16, 0.02], [-1.58, 0.71, -0.63], [0.35, 2.20, 2.07], [0.14, -1.54, 1.69], [-0.15, 0.60, 0.36], [0.15, -2.41, -2.32], [-0.70, -0.48, -1.91], [-0.76, -0.16, -3.00], [-0.38, -1.74, -1.62], [1.82, 1.97, 0.04], [-0.17, -1.20, 0.73], [0.14, 0.65, 2.86], [1.58, 0.91, -0.19], [-0.36, -2.12, -0.24], [2.02, 0.27, 0.48], [-1.93, 1.82, -1.30]],
  "gap_ev": [7.89, 7.89],
  "relative_energy_kcal_mol": 58.6,
  "total_energy_ev": -19422.3714
}

=====

{
  "formula": "C3H9O3S",
  "method": "ωB97M-V/def2-TZVPD",
  "symbols": ["H", "H", "C", "H", "O", "H", "H", "H", "S", "H", "H", "O", "H", "C", "O", "C"],
  "coordinates": [[0.84, -0.81, -0.82], [-0.46, 0.66, 1.60], [-1.15, -0.01, -0.39], [3.75, 0.87, 0.69], [-2.34, -0.28, 0.13], [-3.37, -0.41, -0.95], [0.42, 1.48, 0.21], [0.11, -1.62, 0.66], [5.82, 0.94, 0.59], [-4.73, -0.95, -1.74], [-1.17, 0.32, -1.43], [2.96, 0.33, 0.91], [3.27, -0.02, 1.75], [-0.09, 0.60, 0.59], [-4.00, -0.34, -1.79], [0.13, -0.77, -0.01]],
  "gap_ev": 2.23,
  "relative_energy_kcal_mol": 132.5,
  "total_energy_ev": -20230.0636,
  "total_charge": -1
}